Record 1
DFT (ωB97M-V with the def2-TZVPD basis set) results for a molecular structure, C6H2InO4.

As for the molar mass: 252.9 g mol⁻¹. The frontier orbital gap comes out at 5.03 eV. Its energy is -720.52830 Ha. The energy above the lowest of the compared OMol25 structures with the same formula, charge and spin is 10.3 kcal/mol. The charge is +1.

Each line ends with the Mulliken charge.
Cartesian coordinates (Å):
In 14.728 -22.264 -10.830  0.89
C 18.011 -19.902 -13.753  -0.32
C 17.013 -20.794 -13.222  0.47
C 17.204 -22.300 -13.497  0.59
O 16.448 -23.107 -12.988  -0.57
C 18.315 -22.746 -14.311  -0.24
C 19.297 -21.842 -14.745  0.33
C 19.108 -20.375 -14.478  0.32
O 19.962 -19.556 -14.797  -0.44
O 20.337 -22.287 -15.203  -0.41
O 16.014 -20.477 -12.611  -0.59
H 17.901 -18.853 -13.507  0.49
H 18.470 -23.815 -14.397  0.49

Record 2
DFT (ωB97M-V with the def2-TZVPD basis set) results for a molecular structure, C32H30AuN5O3Se2.

The spin multiplicity is 3. As for the molar mass: 887.5 g mol⁻¹. The frontier orbital gap (spin up / spin down) comes out at 5.70 / 3.10 eV. Its energy is -6674.82307 Ha. The charge is +2.

Each line ends with the Mulliken spin population.
Cartesian coordinates (Å):
Au 1.162 1.373 -0.093  0.41
Se 3.081 4.017 -0.081  0.51
Se 2.040 4.110 -2.093  0.41
C 0.347 4.548 -1.299  0.02
C -0.323 5.703 -1.643  0.01
C -1.557 5.904 -1.026  -0.01
C -2.022 4.967 -0.125  0.02
C -1.256 3.832 0.142  -0.01
N -0.082 3.621 -0.446  0.02
C 4.242 2.507 -0.410  0.01
C 5.577 2.636 -0.714  -0.01
C 6.296 1.446 -0.816  -0.01
C 5.651 0.242 -0.593  0.01
C 4.295 0.236 -0.282  0.01
N 3.596 1.370 -0.197  0.04
H 0.085 6.417 -2.344  0.00
H -2.136 6.790 -1.251  0.00
H -2.972 5.100 0.373  0.00
H -1.584 3.068 0.837  0.00
H 6.044 3.601 -0.856  -0.01
H 7.350 1.470 -1.057  0.00
H 6.188 -0.694 -0.652  0.00
H 3.753 -0.682 -0.094  0.00
C -1.826 -6.048 -1.132  0.00
O -1.613 -4.712 -0.672  0.00
C -2.410 -4.274 0.344  0.00
C -3.364 -5.033 0.995  0.00
C -4.130 -4.462 2.011  0.00
C -3.958 -3.137 2.356  0.00
C -3.005 -2.370 1.689  0.00
C -2.217 -2.939 0.705  0.00
N -1.221 -2.227 -0.023  0.01
C -0.645 -1.048 0.334  0.00
N -0.381 -0.933 1.655  -0.02
C 0.117 0.134 2.461  0.09
C 0.733 1.268 1.931  0.39
C 1.126 2.330 2.728  -0.07
C 0.929 2.271 4.098  0.02
C 0.369 1.136 4.646  -0.02
C -0.023 0.059 3.860  0.03
O -0.560 -0.954 4.602  0.01
C -0.560 -2.331 4.246  0.00
N -0.334 -0.132 -0.544  0.09
C -0.778 -0.200 -1.896  0.04
C -2.079 -0.515 -2.261  0.02
C -2.460 -0.552 -3.597  0.00
C -1.540 -0.254 -4.585  0.01
C -0.242 0.111 -4.239  -0.01
C 0.120 0.148 -2.906  -0.03
O 1.380 0.563 -2.475  0.00
C 2.370 0.784 -3.479  0.01
H -1.141 -6.195 -1.960  0.00
H -2.853 -6.180 -1.475  0.00
H -1.603 -6.768 -0.343  0.00
H -3.515 -6.068 0.725  0.00
H -4.869 -5.066 2.521  0.00
H -4.564 -2.687 3.131  0.00
H -2.884 -1.322 1.940  0.00
H -1.098 -2.514 -0.983  0.00
H -0.613 -1.776 2.150  0.00
H 1.566 3.219 2.290  -0.01
H 1.216 3.098 4.735  0.00
H 0.217 1.040 5.713  0.00
H -0.716 -2.873 5.172  0.00
H 0.406 -2.631 3.829  0.00
H -1.382 -2.591 3.573  0.00
H -2.804 -0.734 -1.487  0.00
H -3.477 -0.811 -3.856  0.00
H -1.822 -0.289 -5.628  0.00
H 0.463 0.367 -5.016  0.00
H 3.288 1.043 -2.955  -0.01
H 2.081 1.596 -4.149  0.00
H 2.533 -0.123 -4.060  0.00

Record 3
DFT (ωB97M-V with the def2-TZVPD basis set) results for a molecular structure, C55H55InN5O3PSbSi.

As for the molar mass: 1129.7 g mol⁻¹. The frontier orbital gap comes out at 6.57 eV. Its energy is -3689.43182 Ha. The energy above the lowest of the compared OMol25 structures with the same formula, charge and spin is 49.4 kcal/mol. The charge is +1.

Each line ends with the Mulliken charge.
Cartesian coordinates (Å):
In 0.666 0.135 0.692  1.94
C 0.410 -0.889 5.693  -1.26
C 0.734 -0.768 4.339  -1.00
N -0.062 -0.231 3.442  0.71
C -1.283 0.172 3.825  -0.38
C -1.726 0.060 5.164  1.23
C -0.826 -0.461 6.110  -0.87
C -3.050 0.449 5.513  -0.98
C -3.916 0.892 4.572  -1.02
C -3.512 1.012 3.212  1.58
C -4.393 1.442 2.206  -1.24
C -3.928 1.573 0.921  -1.29
C -2.589 1.268 0.660  -0.86
N -1.758 0.828 1.573  1.24
C -2.187 0.688 2.833  -0.72
H 1.127 -1.301 6.387  0.50
H 1.684 -1.139 3.968  0.78
H -1.126 -0.534 7.145  0.48
H -3.350 0.356 6.545  0.48
H -4.930 1.160 4.831  0.47
H -5.421 1.662 2.456  0.46
H -4.575 1.899 0.121  0.60
H -2.177 1.383 -0.335  0.92
O 2.814 -0.636 -1.020  -0.53
H 2.046 -1.244 -0.943  0.29
H 3.569 -1.202 -1.198  0.26
C -0.249 4.178 0.951  -0.78
O 0.388 2.898 0.973  0.44
H -1.167 4.131 1.537  0.16
H -0.473 4.401 -0.090  -0.06
H 0.394 4.965 1.345  0.48
C 3.498 2.680 4.487  -0.95
N 4.073 2.060 3.304  0.34
C 4.821 3.050 2.543  -1.02
N 3.982 4.165 2.149  0.17
C 3.366 4.747 3.332  -0.85
N 2.629 3.788 4.144  0.15
C 1.423 3.330 3.482  -1.34
P 1.776 2.544 1.832  1.74
C 3.169 1.316 2.541  -1.24
C 3.001 3.770 1.156  -1.14
H 4.313 3.055 5.113  0.27
H 2.926 1.934 5.046  0.39
H 5.241 2.579 1.651  0.37
H 5.631 3.427 3.172  0.31
H 2.690 5.550 3.026  0.42
H 4.158 5.177 3.952  0.32
H 0.748 4.182 3.360  0.58
H 0.920 2.598 4.124  0.26
H 3.638 0.849 1.671  0.54
H 2.647 0.566 3.137  0.18
H 2.480 4.664 0.796  0.35
H 3.514 3.323 0.296  0.37
C 1.190 0.259 -7.347  -0.58
C 1.417 -0.810 -6.498  -0.74
C 1.228 -0.664 -5.134  -0.67
C 0.831 0.556 -4.613  0.78
C 0.666 1.642 -5.458  -0.29
C 0.827 1.489 -6.823  -0.77
Sb 0.328 0.716 -2.507  0.57
C -1.798 0.785 -2.930  1.15
C -2.375 1.667 -3.831  -0.69
C -3.726 1.588 -4.128  -0.75
C -4.508 0.613 -3.533  -0.87
C -3.939 -0.272 -2.632  -0.93
C -2.591 -0.184 -2.329  -0.75
C 0.787 2.821 -2.486  1.30
C -0.151 3.834 -2.387  -1.25
C 0.248 5.163 -2.431  -0.26
C 1.589 5.478 -2.571  -0.65
C 2.534 4.466 -2.650  -0.76
C 2.131 3.145 -2.600  -0.78
H 1.295 0.131 -8.415  0.38
H 1.724 -1.765 -6.900  0.45
H 1.385 -1.508 -4.478  0.57
H 0.421 2.616 -5.055  0.24
H 0.658 2.331 -7.481  0.42
H -1.767 2.413 -4.322  0.31
H -4.165 2.278 -4.832  0.46
H -5.557 0.540 -3.776  0.40
H -4.543 -1.043 -2.177  0.57
H -2.150 -0.888 -1.630  0.74
H -1.201 3.584 -2.278  0.47
H -0.491 5.950 -2.367  0.44
H 1.900 6.510 -2.620  0.39
H 3.581 4.712 -2.761  0.47
H 2.862 2.346 -2.664  0.50
O 0.526 -1.860 -0.375  -0.04
Si -0.044 -3.345 -0.351  -0.35
C -0.368 -3.923 -2.130  0.06
C -0.580 -3.025 -3.163  -0.23
C -0.958 -3.450 -4.423  -0.73
C -1.141 -4.802 -4.659  -0.77
C -0.892 -5.720 -3.650  -0.80
C -0.502 -5.281 -2.398  -0.49
C 1.097 -4.632 0.459  0.59
C 2.324 -4.968 -0.105  -0.34
C 3.088 -6.003 0.404  -0.71
C 2.633 -6.727 1.493  -0.55
C 1.425 -6.395 2.081  -0.80
C 0.671 -5.355 1.568  -0.28
C -1.709 -3.445 0.564  0.27
C -1.924 -2.602 1.645  0.77
C -3.098 -2.648 2.374  -0.13
C -4.088 -3.550 2.025  -0.84
C -3.895 -4.398 0.948  -0.83
C -2.713 -4.346 0.228  -0.69
H -0.452 -1.967 -2.967  0.32
H -1.116 -2.736 -5.218  0.57
H -1.481 -5.141 -5.627  0.40
H -1.012 -6.778 -3.839  0.43
H -0.304 -5.995 -1.610  0.46
H 2.677 -4.421 -0.968  0.43
H 4.032 -6.262 -0.054  0.41
H 3.214 -7.551 1.879  0.40
H 1.063 -6.956 2.932  0.43
H -0.277 -5.105 2.025  0.42
H -1.137 -1.906 1.914  -0.14
H -3.242 -1.993 3.225  0.30
H -5.004 -3.596 2.596  0.42
H -4.667 -5.104 0.677  0.41
H -2.568 -5.015 -0.607  0.47

Record 4
DFT (ωB97M-V with the def2-TZVPD basis set) results for 3 unconnected molecules or ions with the total composition C19H35F13NO15P3S.

As for the molar mass: 889.4 g mol⁻¹. The frontier orbital gap comes out at 8.45 eV. Its energy is -4648.82812 Ha. Its SMILES is CCOC[C@@]1(CN)OC(=O)O[C@]1(CCC(F)(F)C(F)(F)C(F)(F)C(F)(F)S(F)(F)(F)(F)F)P(=O)(O)O.COP(=O)(OC)OC.COP(=O)(OC)OC.

Each line ends with the Mulliken charge.
Cartesian coordinates (Å):
C -3.392 3.744 5.399  -0.99
C -2.404 4.440 4.293  -0.11
O -2.853 3.960 3.000  -0.25
C -2.714 4.956 1.955  -1.04
C -1.376 4.582 1.118  1.42
C -1.066 6.025 0.395  -1.02
N -0.235 6.883 1.339  -0.57
O -0.138 4.411 1.892  -0.48
C 0.743 3.837 0.890  0.48
O 1.984 3.817 1.060  -0.57
O -0.015 3.286 -0.216  -0.39
C -1.433 3.285 0.155  1.13
C -2.063 1.927 0.739  -1.34
C -1.120 1.218 1.868  -0.91
C -0.356 -0.027 1.228  0.90
F 0.055 0.357 -0.108  -0.33
F -1.219 -1.165 1.024  -0.36
C 1.016 -0.435 1.984  0.22
F 1.786 -1.158 0.995  -0.25
F 1.816 0.664 2.366  -0.26
C 0.777 -1.524 3.181  0.55
F -0.505 -1.403 3.788  -0.27
F 0.701 -2.781 2.467  -0.29
C 2.008 -1.694 4.180  0.70
F 3.281 -1.489 3.548  -0.23
F 2.032 -3.085 4.557  -0.26
S 1.983 -0.715 5.765  1.14
F 2.975 -1.898 6.478  -0.32
F 0.679 -1.528 6.404  -0.28
F 1.077 0.534 5.149  -0.24
F 3.418 0.052 5.277  -0.32
F 2.085 0.138 7.196  -0.28
P -2.336 3.515 -1.522  0.53
O -2.211 2.261 -2.425  -0.63
O -4.010 3.761 -1.277  -0.53
O -1.751 4.829 -2.431  -0.55
H -2.700 3.303 6.193  0.27
H -4.094 2.969 4.915  0.27
H -4.014 4.576 5.874  0.28
H -2.509 5.568 4.441  0.27
H -1.324 4.143 4.534  0.21
H -2.636 6.030 2.339  0.47
H -3.668 4.877 1.304  0.14
H -2.014 6.631 0.189  0.48
H -0.409 5.875 -0.541  0.31
H 0.727 6.877 0.940  0.26
H -0.527 7.876 1.216  0.27
H -3.097 2.183 1.194  0.63
H -2.301 1.170 -0.105  0.51
H -0.459 1.959 2.429  0.45
H -1.869 0.797 2.645  0.49
H -4.154 4.738 -1.271  0.34
H -0.923 4.542 -2.895  0.36
C -1.005 -4.809 -2.168  -0.73
O -2.127 -3.943 -2.073  -0.31
P -2.478 -2.983 -3.310  1.12
O -3.693 -2.162 -3.120  -0.72
O -2.516 -3.974 -4.567  -0.33
C -3.534 -4.963 -4.586  -0.73
O -1.128 -2.158 -3.546  -0.36
C -0.888 -1.055 -2.681  -0.59
H -1.350 -5.841 -2.072  0.34
H -0.474 -4.701 -3.116  0.38
H -0.317 -4.588 -1.350  0.20
H -4.311 -4.764 -3.844  0.35
H -3.083 -5.936 -4.382  0.25
H -3.987 -4.983 -5.578  0.26
H 0.189 -0.941 -2.553  0.31
H -1.343 -1.210 -1.700  0.25
H -1.291 -0.146 -3.132  0.29
C 6.056 -4.318 -4.148  -0.76
O 5.095 -4.757 -3.199  -0.37
P 3.623 -4.117 -3.227  1.26
O 2.687 -4.683 -2.228  -0.69
O 3.166 -4.278 -4.752  -0.31
C 2.990 -5.597 -5.244  -0.78
O 3.892 -2.546 -3.089  -0.33
C 4.147 -2.052 -1.780  -0.66
H 6.368 -5.172 -4.751  0.28
H 5.665 -3.541 -4.808  0.35
H 6.924 -3.925 -3.615  0.27
H 2.961 -6.335 -4.438  0.38
H 3.815 -5.836 -5.919  0.27
H 2.052 -5.644 -5.801  0.26
H 4.815 -1.193 -1.857  0.32
H 4.622 -2.810 -1.152  0.36
H 3.208 -1.734 -1.324  0.14